(1)
{"formula": "C37H27F3GeN4O12S2Sc", "method": "wB97M-V/def2-TZVPD", "total_energy_ha": -6481.99603, "spin_multiplicity": 2, "lumo_energy_ev": [3.91, 3.91], "homo_ev": [-0.9, -3.8], "max_force_ev_per_a": 3.98, "total_charge": -2, "de_lowest_ev": 1.390, "orbital_gap_ev": [4.815, 7.685], "species": ["Ge", "Sc", "S", "S", "F", "F", "F", "O", "O", "O", "O", "O", "O", "O", "O", "O", "O", "O", "O", "N", "N", "N", "N", "C", "C", "C", "C", "C", "C", "C", "C", "C", "C", "C", "C", "C", "C", "C", "C", "C", "C", "C", "C", "C", "C", "C", "C", "C", "C", "C", "C", "C", "C", "C", "C", "C", "C", "C", "C", "C", "H", "H", "H", "H", "H", "H", "H", "H", "H", "H", "H", "H", "H", "H", "H", "H", "H", "H", "H", "H", "H", "H", "H", "H", "H", "H", "H"], "positions_angstrom": [[-0.6191, -0.7262, -1.9584], [0.4514, -0.5959, 2.1698], [-1.1167, 0.2482, 0.0525], [1.5771, -1.1999, 4.5883], [0.6963, -1.2894, 7.0974], [2.2184, 0.2021, 6.8557], [0.2355, 0.5890, 6.1443], [2.7321, 3.2759, 1.5818], [-1.0140, 0.4050, 3.2311], [1.7154, -2.2795, 2.0952], [1.7937, -0.0651, 3.7060], [-2.9436, 0.3518, 4.3782], [-4.2027, -4.6244, 3.4795], [0.3330, -1.8833, 4.3437], [2.7335, -1.9643, 4.9338], [1.2710, 1.6030, 1.4161], [-0.0339, -2.0962, 0.0267], [-0.7585, -4.1688, -0.4007], [3.4607, -3.6725, 1.8463], [-1.3945, -1.8918, 2.1851], [2.4712, 2.0558, 1.5098], [-1.8792, 2.7561, -0.1763], [-3.3084, 1.1332, -1.1170], [3.0965, -0.2045, 1.2441], [-2.0705, -0.1346, 3.6718], [1.4298, -1.2941, -3.9521], [-4.1566, 2.0813, -1.4903], [1.7606, 3.1531, -1.7165], [1.1614, -0.3634, 6.2380], [2.9471, -2.5671, 1.8929], [4.7584, 1.3193, 2.1016], [1.3736, 4.4023, -2.2230], [-2.4027, -4.0315, 1.9885], [-0.5220, 3.3790, -3.3129], [-2.2040, 1.5112, -0.4796], [2.6502, -1.6819, -4.4769], [-5.4448, 1.6336, -2.1183], [3.6798, -2.0698, -3.6353], [-0.6632, -3.1683, 0.2985], [1.0106, 2.0425, -1.9842], [-3.2150, -2.4637, 3.6041], [-1.4859, -3.0698, 1.5850], [-3.8648, 3.4267, -1.2786], [0.2532, 4.5150, -2.9973], [3.7815, -1.2892, 1.7593], [-1.6788, 3.4718, -4.1109], [-0.1495, 2.1143, -2.7843], [1.2103, -1.3119, -2.5795], [-2.2407, -1.5854, 3.1636], [-2.4369, 2.3642, -4.3612], [5.5252, 0.2245, 2.4476], [-3.2727, -3.7311, 3.0301], [2.2333, -1.7398, -1.7508], [5.0240, -1.0751, 2.3497], [-1.9884, -2.0537, -2.5706], [3.4789, 1.1061, 1.5609], [3.4666, -2.0971, -2.2689], [-2.6895, 3.7039, -0.5954], [-0.9495, 0.9710, -3.0446], [-2.0685, 1.1222, -3.8259], [5.5708, -1.9021, 2.7751], [-3.3430, 2.4470, -4.9486], [2.8073, -1.6854, -5.5474], [-2.9706, -1.7437, -2.2315], [-2.3658, 4.7140, -0.3740], [-4.5168, 4.2096, -1.6336], [-1.9773, -2.1289, -3.6550], [4.6384, -2.3630, -4.0462], [-2.6995, 0.2666, -4.0206], [2.6463, 3.0879, -1.1014], [-1.9567, 4.4381, -4.5115], [-5.2523, 0.8644, -2.8623], [2.0508, -1.8403, -0.6938], [4.2548, -2.4083, -1.5992], [2.1586, -0.3482, 0.6882], [-1.7504, -3.0255, -2.1547], [-4.0838, -5.4653, 3.0197], [0.6254, -0.9853, -4.6096], [5.0904, 2.3282, 2.3006], [6.5049, 0.3827, 2.8856], [-2.4365, -4.9739, 1.4610], [1.3025, 1.0831, -1.5784], [-3.9063, -2.1500, 4.3675], [-0.0597, 5.4785, -3.3836], [-5.9693, 2.4699, -2.5759], [-6.0874, 1.2092, -1.3465], [1.9727, 5.2711, -1.9872]], "forces_ev_per_angstrom": [[-0.3, -0.3, -1.0], [0.1, 0.5, -1.1], [-0.2, -0.6, -0.9], [0.8, -0.1, 3.9], [-0.1, -0.2, -0.1], [0.2, -0.1, -0.4], [-0.1, -0.1, -0.4], [0.0, 1.0, 0.1], [0.6, 0.4, -0.2], [-0.9, -0.4, -0.1], [0.0, 0.7, -0.3], [0.2, -0.1, -0.1], [0.0, 0.0, 0.0], [-0.4, -0.1, -0.7], [0.0, -0.1, -0.3], [-1.6, -0.5, -0.1], [0.3, 0.3, 0.1], [-0.1, -0.3, 0.1], [-0.2, 0.0, 0.0], [-0.1, -0.3, 0.5], [1.3, -0.8, 0.1], [0.5, 0.1, 0.2], [-0.3, -0.3, 0.2], [-0.1, 0.1, 0.1], [-1.1, -0.8, 0.4], [-0.3, 0.1, 0.0], [0.0, 0.4, 0.0], [0.1, -0.3, 0.1], [0.1, 0.1, 0.2], [1.3, 0.3, -0.2], [-0.1, 0.3, -0.2], [-0.1, 0.2, -0.1], [0.2, 0.1, -0.1], [0.1, -0.2, 0.1], [-0.2, 0.5, 0.2], [0.1, 0.0, -0.2], [0.1, 0.1, 0.0], [0.1, 0.0, 0.0], [-0.1, -0.1, 0.1], [0.3, 0.1, 0.1], [0.0, 0.0, 0.0], [-0.1, -0.1, -0.3], [0.1, -0.2, 0.1], [0.1, 0.1, 0.0], [-0.2, 0.1, -0.1], [-0.2, 0.0, -0.1], [0.1, 0.3, -0.2], [-0.8, 0.3, 0.4], [-0.3, 0.2, 0.1], [0.0, 0.3, -0.2], [-0.1, -0.1, 0.0], [0.3, 0.2, -0.1], [0.0, -0.1, 0.2], [-0.1, -0.2, -0.2], [0.6, 0.5, 0.4], [-0.2, -0.5, -0.2], [0.1, 0.0, 0.0], [-0.4, 0.1, -0.2], [0.0, -0.7, 0.2], [0.4, -0.4, 0.1], [0.0, -0.1, 0.0], [0.0, 0.0, -0.1], [0.0, 0.0, -0.1], [-0.2, 0.1, 0.0], [-0.1, 0.1, 0.0], [-0.1, 0.1, 0.0], [0.1, 0.1, -0.2], [0.0, 0.0, 0.0], [-0.1, -0.1, 0.0], [0.0, -0.1, 0.1], [-0.1, 0.1, 0.0], [0.0, -0.1, 0.0], [0.0, 0.0, 0.0], [0.1, 0.0, 0.1], [0.6, 0.1, 0.2], [0.1, -0.1, 0.1], [0.1, 0.2, 0.0], [0.0, 0.1, -0.1], [0.0, 0.0, 0.0], [0.0, 0.0, 0.0], [0.0, -0.1, -0.1], [0.1, 0.1, 0.1], [-0.1, 0.0, 0.1], [0.0, 0.0, 0.0], [0.0, 0.0, -0.1], [0.0, -0.1, 0.0], [0.0, 0.1, 0.0]], "mulliken_spin": [-0.0036, -0.0280, -0.0010, -0.0008, -0.0001, -0.0001, -0.0001, 0.2988, 0.0165, 0.0094, 0.0067, 0.0001, 0.0000, -0.0008, 0.0005, 0.1358, 0.0021, 0.0000, -0.0040, -0.0009, 0.2703, -0.0004, 0.0003, 0.1719, 0.0045, -0.0004, 0.0000, -0.0192, -0.0001, -0.0182, 0.1776, -0.0127, -0.0002, -0.0009, 0.0033, 0.0004, 0.0000, -0.0005, -0.0004, 0.0105, -0.0001, 0.0005, 0.0000, 0.0004, -0.0964, -0.0001, 0.0069, -0.0016, -0.0011, 0.0002, -0.0877, 0.0000, -0.0002, 0.1850, 0.0005, -0.0944, -0.0022, 0.0003, -0.0007, -0.0001, 0.0100, 0.0000, 0.0000, -0.0004, 0.0000, 0.0000, 0.0000, -0.0001, 0.0000, 0.0151, 0.0000, 0.0000, 0.0090, -0.0002, 0.0313, 0.0001, 0.0000, 0.0000, 0.0170, -0.0051, 0.0001, -0.0003, 0.0000, -0.0001, 0.0000, 0.0000, -0.0020]}

(2)
{"formula": "C37H28AgCl2F5NOP2", "method": "wB97M-V/def2-TZVPD", "total_energy_ha": -3806.19351, "lumo_energy_ev": 2.47, "homo_ev": -4.3, "max_force_ev_per_a": 0.39, "total_charge": -1, "de_lowest_ev": 0.000, "orbital_gap_ev": 6.804, "species": ["Ag", "Cl", "Cl", "P", "P", "F", "F", "F", "F", "F", "O", "N", "C", "C", "C", "C", "C", "C", "C", "C", "C", "C", "C", "C", "C", "C", "C", "C", "C", "C", "C", "C", "C", "C", "C", "C", "C", "C", "C", "C", "C", "C", "C", "C", "C", "C", "C", "C", "C", "H", "H", "H", "H", "H", "H", "H", "H", "H", "H", "H", "H", "H", "H", "H", "H", "H", "H", "H", "H", "H", "H", "H", "H", "H", "H", "H", "H"], "positions_angstrom": [[-0.1536, -0.0632, 0.4373], [-2.4988, 2.0095, 0.4446], [-2.5460, 4.7738, 1.4429], [-0.8145, -0.2467, -2.1105], [-1.1099, -0.4329, 3.0902], [4.2004, 4.4218, -2.8439], [5.5224, 2.0299, -2.7896], [0.7459, 2.5507, -0.2448], [4.4928, -0.0898, -1.5047], [1.7992, 4.6263, -1.5449], [2.0808, 0.0783, -0.2217], [-1.9719, -1.4494, 0.4970], [1.9351, 2.3726, -0.8673], [2.9685, -0.0042, 2.9866], [-2.2263, 1.8831, -3.3229], [-1.5235, 1.0667, 6.8896], [-1.0886, 1.0739, -3.3541], [-1.0542, -0.2818, 4.9332], [-1.8865, -2.0946, 2.8968], [-0.0685, 1.4092, -4.2465], [3.4336, -1.2114, 2.4780], [-3.0020, -3.4096, 0.9167], [-0.4941, -1.0893, 7.1450], [3.8031, 1.0689, -1.4932], [-0.3012, -2.0110, -4.2721], [-0.9954, 0.0811, 7.7081], [2.5326, -2.2054, 2.1378], [1.1678, -2.0049, 2.3120], [-2.3458, 2.9804, -4.1671], [0.6873, -0.7977, 2.8212], [1.6540, -3.4033, -4.3950], [4.3399, 2.1500, -2.1598], [-0.1844, 2.5091, -5.0846], [-2.4666, -1.0410, -1.9056], [2.0989, -2.8872, -3.1888], [-1.3252, 3.2993, -5.0513], [-0.5220, -1.2647, 5.7706], [1.6098, 0.2019, 3.1497], [-2.5001, -1.9064, -0.6719], [3.6768, 3.3632, -2.1927], [2.4662, 3.4587, -1.5347], [-2.6394, 3.7053, 0.0218], [0.1364, -1.4894, -3.0533], [0.4506, -2.9629, -4.9402], [1.3429, -1.9312, -2.5150], [2.5663, 1.1092, -0.8068], [-3.1409, -3.1171, -0.4670], [-1.5530, 0.8815, 5.5095], [-2.2798, -2.3574, 1.4610], [-1.9672, 1.6500, 4.8660], [-0.1076, -2.1691, 5.3376], [-1.9123, 1.9815, 7.3199], [0.4688, -2.7769, 2.0092], [0.6253, 2.7531, -5.7610], [-2.7366, -1.6119, -2.7962], [-3.6651, -3.7000, -1.2119], [-3.1935, -0.2298, -1.8060], [-1.2230, -2.8667, 3.2978], [-0.0743, -1.8600, 7.7804], [-3.2413, 3.5897, -4.1303], [-3.0280, 1.6632, -2.6285], [4.4939, -1.3615, 2.3180], [-2.7660, -2.0771, 3.5465], [-1.4150, 4.1584, -5.7043], [1.2519, 1.1538, 3.5292], [-0.9686, 0.2223, 8.7817], [0.1033, -3.3618, -5.8858], [-3.6000, 3.8656, -0.4513], [-1.2327, -1.6605, -4.7044], [2.2447, -4.1457, -4.9186], [3.0406, -3.2171, -2.7676], [1.7042, -1.4951, -1.5881], [-1.8209, 3.9568, -0.6428], [3.6660, 0.7864, 3.2343], [2.8851, -3.1360, 1.7104], [0.8333, 0.8084, -4.2785], [-3.3840, -4.2721, 1.4452]], "forces_ev_per_angstrom": [[0.1, -0.1, -0.4], [-0.1, -0.2, 0.1], [0.0, 0.0, -0.1], [-0.1, 0.1, -0.1], [0.2, 0.1, 0.2], [0.0, 0.0, 0.0], [0.0, 0.0, 0.0], [0.0, 0.0, 0.1], [0.0, 0.0, 0.0], [0.0, 0.0, 0.0], [0.1, 0.3, 0.2], [0.1, 0.1, 0.0], [0.0, 0.2, -0.1], [0.0, -0.1, 0.0], [0.0, 0.0, 0.0], [0.0, 0.0, -0.1], [0.0, -0.1, 0.0], [0.0, -0.1, 0.0], [0.0, 0.0, -0.1], [0.0, 0.0, 0.0], [0.0, 0.0, 0.0], [0.0, 0.0, -0.1], [0.0, 0.0, 0.0], [0.1, 0.0, -0.1], [0.0, 0.0, 0.0], [0.0, 0.0, 0.0], [-0.1, 0.0, 0.0], [0.0, 0.0, -0.1], [0.0, 0.0, 0.0], [0.0, -0.1, 0.3], [0.0, 0.0, 0.0], [0.0, -0.1, 0.0], [0.0, 0.0, 0.0], [0.0, -0.1, 0.0], [-0.1, 0.0, 0.0], [0.0, 0.0, 0.0], [0.0, 0.0, 0.0], [0.0, 0.0, 0.0], [0.0, 0.0, 0.0], [0.0, 0.0, 0.0], [-0.1, 0.0, 0.0], [0.1, 0.1, -0.1], [0.0, 0.0, 0.0], [0.0, 0.0, 0.0], [0.0, 0.0, -0.1], [-0.2, -0.3, 0.1], [0.0, 0.0, 0.1], [0.0, 0.0, 0.0], [0.0, 0.0, 0.1], [0.0, 0.0, 0.0], [0.0, 0.0, 0.0], [0.0, 0.0, 0.0], [0.0, 0.0, 0.0], [0.0, 0.0, 0.0], [0.0, 0.0, 0.0], [0.0, 0.0, 0.0], [0.0, 0.0, 0.0], [0.0, 0.0, 0.0], [0.0, 0.0, 0.0], [0.0, 0.0, 0.0], [0.0, 0.0, 0.0], [0.0, 0.0, 0.0], [0.0, 0.0, 0.0], [0.0, 0.0, 0.0], [0.0, 0.0, 0.0], [0.0, 0.0, 0.0], [0.0, 0.0, 0.0], [0.0, 0.0, 0.0], [0.0, 0.0, 0.0], [0.0, 0.0, 0.0], [0.0, 0.0, 0.0], [0.0, 0.0, 0.0], [0.0, 0.0, 0.0], [0.0, 0.0, 0.0], [0.0, 0.0, 0.0], [0.0, 0.0, 0.0], [0.0, 0.0, 0.0]], "mulliken_charge": [0.7881, 0.0851, -0.2001, 0.9773, 0.7820, -0.3581, -0.3407, -0.4062, -0.4005, -0.3547, 0.0339, 0.5976, -0.0460, -0.7637, -0.3906, -0.5641, 0.3657, -0.0339, -1.1973, -0.5514, -0.3162, -1.1194, -0.6839, 0.0550, -0.2339, -0.3851, -0.7556, 0.5794, -0.7173, -0.5635, -0.4032, 0.2465, -0.6685, -0.5845, -0.8552, -0.4830, -0.1795, -0.4999, -0.0713, 0.7157, 0.0400, -0.4057, 0.0561, -0.8043, -0.0919, 0.0841, -1.2438, -0.1994, -0.0951, 0.4061, 0.2701, 0.3769, 0.2159, 0.3949, 0.2877, 0.4334, 0.4292, 0.3636, 0.3804, 0.3948, 0.3101, 0.3865, 0.6828, 0.3826, 0.3928, 0.3598, 0.3863, 0.3809, 0.3660, 0.3759, 0.4471, 0.3459, 0.1742, 0.4036, 0.4009, 0.3530, 0.4594]}

(3)
{"formula": "C37H28BrCsIN5O3STe", "method": "wB97M-V/def2-TZVPD", "total_energy_ha": -5484.36712, "lumo_energy_ev": 3.59, "homo_ev": -1.8, "max_force_ev_per_a": 0.74, "total_charge": -2, "de_lowest_ev": 0.503, "orbital_gap_ev": 5.364, "species": ["Cs", "I", "Te", "Br", "S", "O", "O", "O", "N", "N", "N", "N", "N", "C", "C", "C", "C", "C", "C", "C", "C", "C", "C", "C", "C", "C", "C", "C", "C", "C", "C", "C", "C", "C", "C", "C", "C", "C", "C", "C", "C", "C", "C", "C", "C", "C", "C", "C", "C", "C", "H", "H", "H", "H", "H", "H", "H", "H", "H", "H", "H", "H", "H", "H", "H", "H", "H", "H", "H", "H", "H", "H", "H", "H", "H", "H", "H", "H"], "positions_angstrom": [[1.6551, -0.2446, -0.9744], [0.8635, -3.7340, 0.5412], [-0.9001, 2.2566, 0.1308], [2.9446, -6.6290, 0.4397], [-2.4180, -1.5580, -0.0759], [4.3180, 0.9630, 0.6462], [-0.0680, -2.1344, -1.7116], [1.9806, 0.7115, -3.9663], [1.3761, 0.2479, 2.0381], [1.1938, 2.3265, -2.4792], [-1.3491, 1.2730, -2.9261], [2.4818, 2.3771, 0.3002], [-1.1935, -2.5514, -2.2323], [-1.4841, 2.0718, 2.2050], [4.8952, 4.2522, -1.8028], [3.1682, -6.3459, 3.2344], [4.2569, 3.6222, -0.7504], [-5.4266, 3.7583, 2.4066], [3.0521, 2.9199, -0.8855], [-1.7927, -0.2268, -5.2285], [2.7595, 0.0723, 4.4219], [-3.0387, 2.1764, -0.1075], [1.5150, -0.5365, 4.2864], [2.5837, -5.7902, 2.1041], [-2.8353, 0.0464, -4.3552], [1.7639, -4.6675, 2.1850], [-1.1536, -3.1552, -3.4386], [-0.3415, 0.9864, -3.7522], [-2.3917, -2.3419, -1.5620], [3.2047, 1.4755, 0.9282], [-4.6546, 3.7122, 3.5576], [-2.8549, 2.6763, 2.3181], [3.2978, 0.7442, 3.3447], [2.5661, 0.8292, 2.1556], [0.8708, -0.4275, 3.0672], [-3.3764, 3.1694, 3.5089], [2.9397, -5.7802, 4.4767], [-2.5544, 0.7901, -3.2219], [1.0874, 1.4023, -3.4080], [-2.2758, -3.6177, -4.0743], [-0.5305, 0.2391, -4.9174], [-3.5081, -3.4440, -3.4408], [4.3286, 4.1822, -3.0684], [-3.6344, 2.7250, 1.1552], [3.1418, 3.4954, -3.2354], [-4.9158, 3.2624, 1.2132], [1.5469, -4.1179, 3.4478], [2.4625, 2.8583, -2.1829], [-3.5520, -2.8220, -2.2193], [2.1255, -4.6614, 4.5810], [3.4007, -6.2107, 5.3566], [-3.3370, 2.7479, -0.9857], [-3.3417, 1.0014, -2.5071], [-0.0934, -0.8965, 2.8883], [1.9434, -4.2029, 5.5448], [-5.5155, 3.3008, 0.3103], [-3.3330, 1.1316, -0.2396], [-6.4228, 4.1853, 2.4336], [0.3403, 0.0237, -5.5198], [0.9206, -3.2396, 3.5263], [3.8016, -7.2162, 3.1290], [-1.9633, -0.8158, -6.1229], [-4.4884, -2.6671, -1.7034], [-0.1525, -3.2169, -3.8398], [1.0633, -1.0832, 5.1052], [5.8253, 4.7859, -1.6375], [2.6833, 3.4316, -4.2149], [-5.0429, 4.1035, 4.4911], [-4.4226, -3.7918, -3.9075], [4.2803, 1.1948, 3.3840], [3.3030, 0.0064, 5.3578], [4.8053, 4.6613, -3.9175], [-0.7581, 2.5497, 2.8614], [-2.7670, 3.1351, 4.4056], [-2.1855, -4.0889, -5.0428], [-1.5294, 1.0091, 2.4552], [-3.8354, -0.3289, -4.5292], [4.6916, 3.6531, 0.2413]], "forces_ev_per_angstrom": [[0.4, -0.4, -0.1], [-0.1, 0.1, -0.1], [0.0, 0.2, 0.0], [0.0, 0.0, 0.0], [0.0, 0.0, 0.2], [0.0, 0.1, 0.0], [-0.3, -0.7, -0.1], [0.1, 0.2, -0.1], [-0.1, 0.1, -0.2], [-0.1, 0.0, 0.2], [0.0, 0.0, -0.1], [-0.2, -0.3, -0.3], [-0.4, 0.0, -0.1], [0.0, 0.0, 0.0], [0.0, 0.0, 0.1], [0.0, 0.0, 0.0], [0.0, 0.0, 0.0], [0.0, 0.0, 0.0], [0.0, 0.1, 0.0], [0.0, 0.0, 0.0], [0.0, 0.0, 0.0], [0.0, -0.1, -0.1], [0.0, 0.0, 0.0], [-0.1, 0.1, 0.0], [0.0, 0.0, 0.0], [0.1, -0.1, -0.1], [0.1, 0.0, 0.0], [0.0, 0.0, 0.0], [0.1, 0.0, 0.0], [0.0, 0.1, 0.1], [0.0, 0.0, 0.0], [0.0, 0.0, 0.0], [0.0, 0.0, 0.0], [0.0, 0.1, 0.2], [0.0, 0.0, 0.1], [0.0, 0.0, 0.0], [0.0, 0.0, 0.0], [0.0, 0.0, 0.0], [0.0, 0.1, 0.2], [0.1, 0.0, -0.1], [0.0, 0.0, 0.0], [-0.1, 0.0, 0.1], [0.0, 0.0, -0.1], [0.0, 0.0, 0.0], [0.1, 0.0, 0.0], [0.0, 0.0, 0.0], [0.0, 0.0, 0.0], [0.1, 0.2, 0.1], [0.0, -0.1, -0.2], [0.0, 0.0, 0.0], [0.0, 0.0, 0.0], [0.0, 0.0, 0.0], [0.0, 0.0, 0.0], [0.0, 0.0, 0.0], [0.0, 0.0, 0.0], [0.0, 0.0, 0.0], [0.0, 0.0, 0.0], [0.0, 0.0, 0.0], [0.0, 0.0, 0.0], [0.0, 0.0, 0.0], [0.0, 0.0, 0.0], [0.0, 0.0, 0.0], [0.0, 0.0, 0.0], [0.0, 0.0, 0.0], [0.0, 0.0, 0.0], [0.0, 0.0, 0.0], [0.0, 0.0, 0.0], [0.0, 0.0, 0.0], [0.0, 0.0, 0.0], [0.0, 0.0, 0.0], [0.0, 0.0, 0.0], [0.0, 0.0, 0.0], [0.0, 0.0, 0.0], [0.0, 0.0, 0.0], [0.0, 0.0, 0.0], [0.1, 0.0, 0.0], [0.0, 0.0, 0.0], [0.0, 0.0, 0.0]], "mulliken_charge": [1.4501, 0.2843, 0.1685, -0.2247, -0.2321, -0.6659, -0.3583, -0.7513, 0.2986, -0.1855, 0.2161, -0.1492, 0.1846, -1.1376, -0.6826, -0.4635, -0.2315, -0.5113, 0.1869, -0.3691, -0.4879, -1.0135, -0.7363, 0.2358, -0.7415, -0.1751, -0.2825, 0.7180, -0.0121, -0.6448, -0.5080, 0.4837, -0.7041, 0.6670, -0.6200, -0.6392, -0.4141, -0.1592, -1.0351, -0.8139, -0.4992, -0.1875, -0.6380, 0.3976, -0.2913, -0.6396, -0.0169, 0.5059, -0.7293, -0.7473, 0.3389, 0.5744, 0.2845, 0.5935, 0.3633, 0.4059, 0.1447, 0.3684, 0.4587, 0.2926, 0.3620, 0.4005, 0.3881, 0.4750, 0.5040, 0.3343, 0.3387, 0.3639, 0.3363, 0.4985, 0.3664, 0.3318, 0.6029, 0.4116, 0.4189, 0.2367, 0.3911, 0.3161]}